No. 1
Molecular formula: CH14O6
Method: DFT, ωB97M-V/def2-TZVPD

Properties
electronic energy	-13548.357	eV
HOMO-LUMO gap (alpha / beta)	2.9 / 10.4	eV
energy relative to the best compared isomer or geometry (same formula, charge and spin)	19.01	kJ/mol
strongest force on any atom	0.717	eV Å⁻¹
<S²>	0.751
2S+1	2
total charge	-1
lowest unoccupied orbital energy (alpha / beta)	3.26 / 3.12	eV

The geometry in XYZ format:
```
21
Properties=species:S:1:pos:R:3:lowdin_charge:R:1
C -3.04558 0.82685 1.26714 -0.215
O -1.68373 0.92013 0.95812 -0.172
H -3.57108 1.78255 1.22709 0.071
H -3.08406 0.52877 2.31546 0.069
H -3.56418 0.10360 0.64204 0.064
H -1.51844 1.47986 0.17525 0.021
H -1.80019 -0.15264 -2.36752 0.027
H -0.38997 0.17650 -2.77288 0.010
O -1.31335 0.45714 -2.93645 -0.128
H 1.60138 -1.80344 -1.97143 -0.042
H 1.41750 -1.61166 -0.54107 -0.051
O 0.87316 -1.56157 -1.36266 -0.322
H 4.73335 -3.03393 0.76847 -0.002
H 5.77347 -4.13651 1.17099 0.009
O 5.65829 -3.31459 0.67909 -0.178
H -0.94480 2.10614 -1.93640 0.015
H 0.02151 2.77787 -0.95036 0.049
O -0.91563 2.57616 -1.07932 -0.100
H 0.68827 0.45491 1.49418 -0.004
H 0.14094 0.58864 2.86414 0.011
O 0.92314 0.83524 2.35612 -0.132
```

No. 2
Molecular formula: CH14O6
Method: DFT, ωB97M-V/def2-TZVPD

Properties
electronic energy	-13548.225	eV
HOMO-LUMO gap (alpha / beta)	2.9 / 10.5	eV
energy relative to the best compared isomer or geometry (same formula, charge and spin)	31.76	kJ/mol
strongest force on any atom	2.379	eV Å⁻¹
<S²>	0.750
2S+1	2
total charge	-1
lowest unoccupied orbital energy (alpha / beta)	3.23 / 3.12	eV

The geometry in XYZ format:
```
21
Properties=species:S:1:pos:R:3:lowdin_charge:R:1
C 0.39493 0.20029 -3.06577 -0.245
O 0.26035 0.21397 -1.67039 -0.194
H 0.84917 -0.77042 -3.31346 0.066
H 1.23280 0.84839 -3.38228 0.075
H -0.51526 0.32844 -3.64166 0.065
H 0.02240 -0.66086 -1.32346 0.017
H -2.73119 -3.43652 0.43446 -0.030
H -1.88435 -2.20445 0.80742 -0.048
O -1.81802 -3.17288 0.64051 -0.302
H -0.72030 1.20263 3.62292 0.010
H -0.21041 1.21298 2.17474 -0.008
O -0.91447 1.55985 2.75946 -0.129
H 0.94543 5.13864 0.94297 0.024
H 0.15735 4.70859 2.24591 0.035
O 1.00261 5.02574 1.89306 -0.081
H -0.11500 -3.00393 -0.44415 -0.021
H 1.23755 -3.54336 -0.96229 0.016
O 0.77209 -2.72478 -0.75469 -0.150
H 0.87467 0.31481 0.57070 0.018
H 0.31968 -1.00497 1.09465 -0.010
O 0.83998 -0.23215 1.37135 -0.106
```